Record 1
Below is a molecular structure, C3H4ClFN2S, with properties calculated with ωB97M-V/def2-TZVPD.

Each line ends with the natural charge from an NBO analysis.
Positions of all 12 atoms, in Å:
Cl -2.1437 0.5653 -1.3718  -0.1088
S 0.9061 2.3144 -0.3993  -0.0517
F -1.9332 1.3263 1.2064  -0.2948
N 0.5930 -0.3750 -0.3705  -0.2315
N 1.9194 -0.7942 -0.4721  -0.6241
C -0.8144 -0.8254 0.4058  -0.2781
C -1.2169 0.4989 0.3178  0.3272
C 0.1575 0.8844 -0.0901  0.0100
H 2.3446 -0.3451 -1.3009  0.3958
H -0.7336 -1.0946 1.5644  0.2302
H -1.3458 -1.7799 0.0066  0.2628
H 2.2670 -0.3751 0.5037  0.3630

Values from the calculation:
Energy above the lowest of the compared OMol25 structures with the same formula, charge and spin, kJ/mol: 349.1
Frontier orbital gap, eV: 8.496
Net charge: 0
Energy, a.u.: -1184.3251
HOMO level, Eh: -0.3347
Spin multiplicity: 1


Record 2
Below is C3H4ClFO in the gas phase, with properties calculated with ωB97M-V/def2-TZVPD.

Each line ends with the natural charge from an NBO analysis.
Positions of all 10 atoms, in Å:
Cl -1.0402 2.5712 -0.7317  0.0351
F 1.3948 2.3220 -1.2520  -0.3021
O -0.7060 -0.3340 -0.2017  -0.4980
C 0.3980 0.3791 -0.4661  0.0242
C -0.4790 -1.3995 0.7896  -0.2614
C 0.3423 1.6442 -0.8465  0.2498
H 1.3438 -0.1454 -0.4729  0.1818
H -0.0846 -0.9666 1.7713  0.1838
H -1.4315 -1.9617 0.9716  0.2085
H 0.2624 -2.1093 0.4384  0.1784

Values from the calculation:
Energy above the lowest of the compared OMol25 structures with the same formula, charge and spin, kJ/mol: 108.7
Frontier orbital gap, eV: 9.591
Net charge: 0
Energy, a.u.: -751.9496
SMILES: CO/C=C(/F)Cl
HOMO level, Eh: -0.3213
Spin multiplicity: 1


Record 3
Below is C3H4ClFO in the gas phase, with properties calculated with ωB97M-V/def2-TZVPD.

Each line ends with the natural charge from an NBO analysis.
Positions of all 10 atoms, in Å:
Cl 2.6154 0.5949 -0.4388  0.0030
F 0.7379 -1.3768 -0.5587  -0.3331
O 0.7648 -0.0952 1.3582  -0.4500
C 0.1714 -0.3475 0.1041  0.5685
C -1.4143 -0.3192 -0.2308  -0.6389
C 1.1105 0.7373 0.3139  -0.0410
H 0.9938 1.7958 0.5013  0.2042
H -1.6216 0.7258 -0.3460  0.2276
H -1.8007 -0.9612 0.4722  0.2305
H -1.5573 -0.7538 -1.1753  0.2291

Values from the calculation:
Energy above the lowest of the compared OMol25 structures with the same formula, charge and spin, kJ/mol: 117.1
Frontier orbital gap, eV: 11.542
Net charge: 0
Energy, a.u.: -751.9464
SMILES: C[C@]1(F)O[C@H]1Cl
HOMO level, Eh: -0.3910
Spin multiplicity: 1


Record 4
Below is C3H4ClFO in the gas phase, with properties calculated with ωB97M-V/def2-TZVPD.

Each line ends with the natural charge from an NBO analysis.
Positions of all 10 atoms, in Å:
Cl 1.4947 -0.5172 -1.5151  0.0263
F -0.0495 1.7098 1.3278  -0.3567
O -1.3521 -1.2687 -0.8239  -0.7058
C 0.7778 1.3970 0.2504  0.2051
C 0.5318 0.1532 -0.2644  -0.1467
C -0.4488 -0.8338 0.2082  -0.1271
H 1.5917 2.1861 0.1431  0.2142
H 0.2672 -1.7449 0.5073  0.2060
H -0.8502 -0.5032 1.2554  0.2082
H -1.9627 -0.5783 -1.0888  0.4765

Values from the calculation:
Energy above the lowest of the compared OMol25 structures with the same formula, charge and spin, kJ/mol: 121.7
Frontier orbital gap, eV: 10.332
Net charge: 0
Energy, a.u.: -751.9446
SMILES: OC/C(Cl)=C\F
HOMO level, Eh: -0.3523
Spin multiplicity: 1


Record 5
Below is C3H4ClFO in the gas phase, with properties calculated with ωB97M-V/def2-TZVPD.

Each line ends with the natural charge from an NBO analysis.
Positions of all 10 atoms, in Å:
Cl -1.4015 1.0811 -2.1789  -0.0940
F 1.7755 -0.0226 0.5699  -0.3673
O -0.4663 -1.6034 0.8259  -0.6833
C 0.5417 0.6855 0.5441  0.1730
C -0.0508 0.3256 -1.0138  -0.2276
C -0.6189 -0.2405 0.3193  0.0292
H -1.5880 0.1431 0.4670  0.2171
H 0.4868 -1.6356 1.1289  0.4841
H 0.8735 1.7283 0.8555  0.2403
H 0.4481 -0.4615 -1.5177  0.2284

Values from the calculation:
Energy above the lowest of the compared OMol25 structures with the same formula, charge and spin, kJ/mol: 251.3
Frontier orbital gap, eV: 10.454
Net charge: 0
Energy, a.u.: -751.8953
SMILES: O[C@H]1[C@@H](F)[C@@H]1Cl
HOMO level, Eh: -0.3687
Spin multiplicity: 1


Record 6
Below is C3H4ClFO in the gas phase, with properties calculated with ωB97M-V/def2-TZVPD.

Each line ends with the natural charge from an NBO analysis.
Positions of all 10 atoms, in Å:
Cl -0.0939 -1.9100 -1.7306  -0.0358
F 0.5512 -1.9845 0.7499  -0.3711
O -0.2272 1.1798 -0.9446  -0.4971
C -0.1762 1.4218 0.5379  -0.1326
C -0.5302 0.0985 0.1354  -0.0115
C 0.4686 -1.0356 -0.2833  0.1734
H 1.6438 -0.8726 -0.4627  0.2147
H 0.9648 1.6767 0.8600  0.2274
H -1.1238 1.7682 1.0388  0.2188
H -1.4771 -0.3422 0.0991  0.2138

Values from the calculation:
Energy above the lowest of the compared OMol25 structures with the same formula, charge and spin, kJ/mol: 230.1
Frontier orbital gap, eV: 11.793
Net charge: 0
Energy, a.u.: -751.9033
SMILES: F[C@@H](Cl)[C@H]1CO1
HOMO level, Eh: -0.4016
Spin multiplicity: 1


Record 7
Below is C3H4ClN3 in the gas phase, with properties calculated with ωB97M-V/def2-TZVPD.

Each line ends with the natural charge from an NBO analysis.
Positions of all 11 atoms, in Å:
Cl -3.1309 -0.5349 0.1366  -0.0557
N -1.0725 1.0213 0.1004  -0.5957
N 1.5190 -1.7328 0.0447  -0.7877
N 1.1529 0.6183 -0.0759  -0.3946
C 1.2436 -0.5403 -0.4383  0.3839
C -1.4205 -0.2546 0.0397  -0.0270
C 0.2194 1.4698 -0.0843  0.0798
H 1.3885 -2.4799 -0.6387  0.4170
H -1.8715 1.7944 0.2857  0.3906
H 1.5008 -1.8871 1.0890  0.3886
H 0.4712 2.5259 -0.4589  0.2009

Values from the calculation:
Energy above the lowest of the compared OMol25 structures with the same formula, charge and spin, kJ/mol: 435.5
Frontier orbital gap (spin up / spin down), eV: 7.713 / 7.714
Net charge: 0
Energy, a.u.: -741.0150
HOMO level (spin up / spin down), Eh: -0.2666 / -0.2666
Spin multiplicity: 1


Record 8
Below is 2 unconnected molecules or ions with the total composition C3H4ClNO2, with properties calculated with ωB97M-V/def2-TZVPD.

Each line ends with the natural charge from an NBO analysis.
Positions of all 11 atoms, in Å:
Cl -3.6094 -0.1354 -2.1472  0.0103
O 0.3300 0.6740 -2.0876  -0.5578
O -0.5319 -0.5486 -0.3900  -0.5251
N -2.7121 2.2783 -1.2718  -0.6682
C -2.6077 1.0836 -1.5181  0.1737
C 0.5975 -1.4981 -0.1786  -0.2505
C -0.4814 0.3218 -1.3304  0.8398
H 0.3558 -2.4094 -0.9283  0.2057
H -3.5704 2.7387 -1.0287  0.3705
H 1.3960 -0.9551 -0.3755  0.1881
H 0.4627 -1.8003 0.9251  0.2135

Values from the calculation:
Energy above the lowest of the compared OMol25 structures with the same formula, charge and spin, kJ/mol: 382.1
Frontier orbital gap (spin up / spin down), eV: 8.854 / 8.855
Net charge: 0
Energy, a.u.: -782.0095
HOMO level (spin up / spin down), Eh: -0.3057 / -0.3057
Spin multiplicity: 1